(1)
10
Properties=species:S:1:pos:R:3 method="wB97M-V/def2-TZVPD" total_energy_ev=-33639.0091 homo_energy_ev=-8.76 smiles=CS.SS largest_force_ev_per_a=2.78 gap_ev=8.6 total_charge=0 spin_multiplicity=1
C -2.803 -0.522 -0.097
S -1.075 0.177 -0.467
H -3.598 -0.121 -0.744
H -3.160 -0.188 0.848
H -2.899 -1.628 -0.202
H -0.469 -0.885 0.146
S 3.179 1.838 0.094
S 3.981 -0.198 -0.067
H 3.939 1.982 1.289
H 2.904 -0.454 -0.800

***

(2)
9
Properties=species:S:1:pos:R:3 method="wB97M-V/def2-TZVPD" total_energy_ev=-19845.8833 homo_energy_ev=-9.09 smiles=[SiH3]CS largest_force_ev_per_a=2.70 gap_ev=10.0 total_charge=0 spin_multiplicity=1
Si -0.786 -0.526 -0.566
C 0.137 0.705 0.490
S 1.988 0.561 0.151
H 0.019 -1.732 -0.158
H -0.971 -0.188 -1.903
H -2.263 -0.338 -0.167
H -0.012 1.728 0.150
H -0.109 0.574 1.644
H 1.996 -0.784 0.360

***

(3)
12
Properties=species:S:1:pos:R:3 method="wB97M-V/def2-TZVPD" total_energy_ev=-13710.6096 homo_energy_ev="-13.44 / -13.44" largest_force_ev_per_a=5.19 gap_ev="8.1 / 8.1" total_charge=+1 spin_multiplicity=1
C -0.912 -0.283 0.298
N -0.676 0.754 1.122
N -0.192 -0.573 -0.820
N 0.726 0.431 -1.199
I -2.898 -0.985 -0.316
H -0.243 -1.961 1.426
H 1.118 0.121 -2.309
H -1.485 1.345 1.397
H 0.056 -1.548 -1.073
H 0.331 1.387 -0.915
H 0.330 0.982 1.071
H 0.287 -2.427 1.305

***

(4)
9
Properties=species:S:1:pos:R:3 method="wB97M-V/def2-TZVPD" total_energy_ev=-2640.3515 homo_energy_ev=-10.57 smiles=C.N largest_force_ev_per_a=2.79 gap_ev=11.6 total_charge=0 spin_multiplicity=1
C 1.199 0.476 0.747
H 0.843 -0.184 1.563
H 2.243 0.508 0.550
H 0.993 1.495 1.073
H 0.605 0.301 -0.162
N -1.385 -0.989 -0.997
H -1.257 -0.551 -0.025
H -0.879 -0.286 -1.612
H -2.362 -0.770 -1.137